# 1
{"formula": "C15H19BF17NO7S", "method": "wB97M-V/def2-TZVPD", "species": ["C", "C", "F", "C", "C", "B", "N", "O", "C", "O", "S", "O", "O", "O", "H", "H", "H", "H", "H", "H", "H", "H", "H", "H", "H", "C", "C", "C", "F", "F", "F", "F", "O", "C", "C", "F", "F", "F", "F", "H", "H", "H", "H", "C", "C", "C", "F", "F", "F", "F", "O", "C", "C", "F", "F", "F", "F", "H", "H", "H", "H"], "coordinates": [[3.433, 4.546, -0.475], [2.744, 3.358, -1.119], [2.367, 2.437, -0.125], [1.510, 3.656, -1.958], [0.314, 4.373, -1.277], [-0.943, 3.423, -1.586], [-1.338, 2.375, -0.673], [-1.545, 3.572, -2.827], [0.108, 5.809, -1.764], [-0.619, 6.431, -0.685], [0.141, 5.989, 0.642], [-0.776, 5.987, 1.719], [1.370, 6.705, 0.718], [0.421, 4.503, 0.182], [3.344, 5.439, -1.093], [4.494, 4.337, -0.342], [3.012, 4.744, 0.505], [3.448, 2.831, -1.767], [1.148, 2.694, -2.322], [1.799, 4.240, -2.835], [-0.546, 2.033, -0.136], [-2.048, 2.639, 0.002], [-2.444, 3.920, -2.827], [1.038, 6.353, -1.943], [-0.510, 5.859, -2.654], [0.089, -1.902, -1.769], [-1.000, -2.963, -1.968], [-0.868, -3.915, -3.163], [-0.883, -3.235, -4.326], [-1.917, -4.767, -3.155], [-2.219, -2.396, -1.962], [-0.908, -3.778, -0.870], [-0.185, -0.603, -2.258], [0.086, -0.219, -3.533], [-1.179, 0.206, -4.300], [-2.083, -0.792, -4.314], [-0.830, 0.487, -5.576], [0.807, -1.128, -4.208], [0.846, 0.914, -3.456], [0.146, -1.774, -0.689], [1.057, -2.272, -2.109], [0.057, -4.492, -3.090], [-1.609, 1.093, -3.829], [-1.936, -4.288, 4.152], [-1.185, -3.445, 3.115], [-0.117, -4.138, 2.260], [0.877, -4.633, 3.024], [0.413, -3.223, 1.416], [-0.671, -2.339, 3.684], [-2.136, -3.050, 2.212], [-1.478, -4.229, 5.489], [-0.501, -5.049, 5.973], [0.733, -4.265, 6.455], [1.220, -3.490, 5.468], [1.688, -5.148, 6.819], [-0.161, -6.013, 5.098], [-0.997, -5.664, 7.076], [-2.928, -3.842, 4.191], [-2.049, -5.315, 3.804], [-0.560, -4.944, 1.671], [0.463, -3.643, 7.310]], "atomic_forces_ev_per_a": [[0.17, -0.19, 0.08], [-0.03, 0.11, -0.07], [0.09, 0.05, -0.10], [-0.18, 0.15, 0.39], [-0.06, -0.45, -0.53], [-0.21, -0.15, 0.18], [0.35, 0.21, -0.02], [-0.11, 0.68, 0.27], [-0.03, 0.05, -0.08], [0.02, 0.05, -0.05], [0.00, 0.10, -0.06], [-0.01, 0.01, 0.03], [-0.04, -0.01, 0.13], [0.31, -0.05, -0.06], [-0.05, 0.02, 0.02], [0.01, -0.02, 0.00], [-0.13, 0.12, -0.04], [-0.06, -0.06, 0.01], [0.23, 0.01, -0.11], [0.09, -0.03, -0.01], [-0.05, 0.21, 0.21], [-0.26, -0.26, -0.20], [-0.02, -0.38, -0.13], [0.08, -0.04, 0.13], [-0.05, -0.05, 0.01], [0.35, 0.05, 0.22], [-0.10, 0.10, -0.02], [0.03, -0.01, 0.06], [-0.02, 0.00, -0.01], [0.00, 0.00, -0.01], [0.00, -0.02, 0.00], [-0.08, -0.11, -0.09], [-0.46, -0.11, -0.13], [0.14, 0.15, 0.09], [0.02, 0.03, 0.07], [0.02, -0.02, -0.02], [-0.01, 0.01, 0.00], [-0.04, -0.01, -0.02], [0.09, -0.18, -0.11], [0.02, 0.02, -0.02], [-0.06, -0.03, -0.10], [0.01, 0.01, -0.02], [-0.01, -0.01, 0.01], [-0.36, -0.22, 0.02], [0.10, 0.08, 0.05], [-0.11, -0.02, -0.05], [0.02, 0.03, 0.01], [0.14, 0.05, 0.09], [-0.01, -0.01, 0.00], [0.00, 0.00, 0.00], [0.36, 0.36, -0.09], [-0.14, -0.17, 0.09], [-0.07, 0.00, 0.03], [0.01, -0.02, -0.02], [0.00, 0.01, 0.01], [0.01, 0.04, 0.00], [0.01, -0.06, -0.07], [0.00, -0.03, 0.03], [0.12, 0.00, -0.02], [0.00, 0.00, 0.01], [0.00, 0.01, -0.01]], "mol_weight_g_mol": 691.16, "homo_lumo_gap_ev": 10.31, "lumo_energy_ha": 0.0061, "de_lowest_kj_mol": 0.0}

# 2
{"formula": "C15H19Br3FN2O4", "method": "wB97M-V/def2-TZVPD", "species": ["C", "C", "C", "C", "C", "C", "C", "C", "C", "O", "O", "C", "C", "C", "C", "O", "N", "O", "C", "N", "F", "H", "H", "H", "H", "H", "H", "H", "H", "H", "H", "H", "H", "H", "H", "H", "H", "H", "H", "C", "Br", "Br", "Br", "H"], "coordinates": [[1.546, -0.162, 3.339], [1.673, -1.254, 2.598], [0.936, -1.461, 1.340], [-0.391, -1.835, 1.232], [-1.007, -2.046, -0.004], [-2.454, -2.451, -0.060], [-3.324, -1.297, -0.590], [-3.153, 0.022, 0.160], [-2.671, 1.131, -0.743], [-2.755, 1.109, -1.935], [-2.137, 2.195, -0.081], [-0.708, 2.158, 0.016], [-0.156, 3.572, 0.051], [-0.241, -1.867, -1.175], [-0.774, -2.084, -2.572], [0.194, -2.758, -3.353], [0.728, -1.860, -4.373], [1.820, -2.121, -4.615], [1.072, -1.476, -1.044], [1.585, -1.305, 0.178], [2.887, -0.956, 0.240], [2.284, 0.028, 4.106], [0.724, 0.536, 3.267], [2.346, -2.045, 2.906], [-0.963, -1.985, 2.135], [-2.767, -2.804, 0.919], [-2.517, -3.292, -0.750], [-4.359, -1.629, -0.566], [-3.084, -1.150, -1.639], [-4.095, 0.350, 0.601], [-2.445, -0.034, 0.986], [-0.310, 1.646, -0.864], [-0.392, 1.616, 0.912], [0.246, 3.873, -0.913], [-0.926, 4.287, 0.329], [0.650, 3.645, 0.776], [-1.004, -1.110, -3.014], [-1.686, -2.674, -2.565], [1.733, -1.336, -1.884], [4.837, 3.433, 1.212], [3.941, 1.807, 0.666], [3.611, 4.713, 1.947], [6.273, 3.048, 2.422], [5.266, 3.867, 0.321]], "atomic_forces_ev_per_a": [[-0.02, -0.22, 0.21], [0.09, 0.15, 0.12], [-0.54, -0.21, 0.43], [-0.07, 0.05, -0.40], [0.16, -0.03, 0.08], [0.44, 0.17, -0.20], [-0.11, -0.42, 0.12], [0.02, 0.04, -0.09], [-0.09, 0.10, -0.05], [0.18, -0.09, -0.17], [-0.04, -0.10, 0.22], [0.33, 0.33, -0.28], [0.14, 0.14, 0.02], [-0.07, 0.06, 0.24], [-0.11, 0.06, -0.22], [0.38, -0.02, 0.24], [-0.07, 0.47, 0.13], [-0.05, -0.32, -0.22], [-0.16, -0.21, -0.07], [-0.09, -0.05, -0.07], [-0.02, -0.09, -0.09], [-0.27, -0.17, 0.39], [0.22, 0.30, -0.52], [0.46, 0.16, -0.38], [0.09, 0.00, 0.14], [-0.09, 0.08, 0.08], [-0.22, -0.12, 0.04], [-0.07, 0.00, 0.02], [-0.07, 0.18, -0.09], [-0.03, 0.10, 0.04], [-0.02, -0.08, 0.13], [-0.01, -0.15, 0.00], [-0.25, -0.15, 0.09], [-0.09, 0.02, -0.10], [-0.11, -0.06, 0.09], [0.11, 0.03, 0.08], [-0.09, 0.01, -0.11], [-0.05, -0.07, 0.06], [0.20, 0.05, 0.08], [0.08, 0.04, 0.05], [-0.03, 0.11, 0.03], [-0.05, -0.04, -0.02], [-0.01, -0.01, 0.00], [-0.01, -0.01, -0.03]], "charge": 1, "mol_weight_g_mol": 550.04, "homo_lumo_gap_ev": 8.20, "lumo_energy_ha": -0.1609}

# 3
{"formula": "C15H19BrCeSi", "method": "wB97M-V/def2-TZVPD", "species": ["C", "C", "C", "H", "C", "C", "H", "H", "H", "H", "Ce", "Br", "C", "C", "C", "H", "C", "C", "H", "H", "H", "H", "C", "Si", "C", "C", "C", "C", "H", "H", "H", "H", "H", "H", "H", "H", "H"], "coordinates": [[1.993, 0.981, 1.150], [0.965, 0.981, 2.163], [0.651, -0.399, 2.470], [0.396, 1.852, 2.495], [1.488, -1.237, 1.644], [2.309, -0.384, 0.833], [3.081, -0.722, 0.119], [2.443, 1.867, 0.696], [-0.194, -0.742, 3.085], [1.473, -2.339, 1.615], [-0.475, 0.051, 0.247], [-2.517, 1.242, 1.371], [-1.018, 0.160, -2.354], [0.362, -0.243, -2.463], [1.178, 0.853, -2.027], [0.724, -1.213, -2.828], [0.312, 1.932, -1.630], [-1.050, 1.509, -1.844], [-1.946, 2.044, -1.505], [-1.885, -0.505, -2.476], [2.272, 0.868, -2.021], [0.627, 2.872, -1.160], [-5.705, -2.141, 0.692], [-4.229, -3.219, 0.999], [-4.017, -3.731, 2.775], [-4.061, -4.636, -0.216], [-2.704, -2.234, 0.601], [-1.569, -1.920, 0.190], [-6.607, -2.707, 0.874], [-5.702, -1.768, -0.340], [-5.676, -1.259, 1.348], [-4.828, -4.386, 3.069], [-3.059, -4.246, 2.918], [-3.998, -2.847, 3.426], [-4.055, -4.257, -1.247], [-3.103, -5.153, -0.078], [-4.873, -5.343, -0.094]], "atomic_forces_ev_per_a": [[-0.74, -0.70, 0.63], [0.67, -0.95, -0.37], [0.65, 0.32, -0.37], [0.41, -0.30, 0.13], [-0.13, 0.71, 0.09], [-0.58, 0.07, 0.55], [-0.68, 0.27, 0.49], [-0.22, -0.42, 0.20], [0.64, 0.19, -0.14], [0.00, 0.80, 0.05], [1.67, 0.28, -1.66], [-0.78, 0.72, 0.55], [0.54, 0.40, 0.34], [-0.46, 0.80, 0.46], [-1.08, -0.08, 0.11], [-0.23, 0.54, 0.25], [-0.40, -0.99, 0.00], [0.58, -0.51, -0.14], [0.47, -0.16, -0.48], [0.47, 0.49, -0.19], [-0.56, -0.01, 0.08], [-0.17, -0.42, -0.43], [0.25, 0.39, -0.02], [0.93, 0.36, -0.33], [0.22, 0.19, 0.03], [0.16, 0.16, -0.02], [1.74, 0.23, -0.72], [-1.68, -1.27, 0.49], [-0.46, -0.01, 0.02], [-0.05, -0.18, 0.16], [-0.08, -0.29, -0.09], [-0.17, -0.20, 0.30], [-0.22, -0.01, -0.10], [-0.15, -0.17, -0.12], [-0.15, -0.03, 0.22], [-0.23, 0.08, 0.12], [-0.18, -0.30, -0.11]], "mol_weight_g_mol": 447.42, "homo_lumo_gap_ev": [7.77, 7.77], "lumo_energy_ha": [-0.0338, -0.0339], "de_lowest_kj_mol": 0.0}

# 4
{"formula": "C15H19ClN2O3", "method": "wB97M-V/def2-TZVPD", "species": ["O", "C", "N", "C", "N", "C", "C", "C", "C", "H", "H", "Cl", "H", "H", "C", "H", "H", "O", "C", "O", "C", "H", "H", "C", "C", "C", "C", "H", "H", "C", "H", "H", "C", "H", "H", "H", "H", "H", "H", "H"], "coordinates": [[2.093, -1.343, -1.330], [2.040, -0.192, -1.127], [3.015, 0.736, -0.677], [4.236, 0.308, -0.387], [4.891, 1.205, -0.052], [6.082, 1.142, 0.463], [6.702, -0.114, 0.438], [6.061, -1.060, -0.332], [4.697, -0.896, -0.631], [4.197, -1.786, -0.918], [6.509, -1.838, -0.307], [8.354, -0.039, 0.588], [6.669, 1.924, 0.670], [2.640, 1.682, -0.355], [0.518, 0.496, -1.447], [0.395, 1.405, -0.610], [0.407, 0.555, -2.328], [-0.552, -0.422, -0.860], [-0.309, -0.734, 0.249], [0.447, -0.457, 1.171], [-1.531, -1.851, 0.546], [-1.298, -2.673, 0.289], [-1.475, -1.911, 1.769], [-2.950, -1.407, 0.335], [-3.585, -0.272, 0.832], [-4.885, -0.058, 0.515], [-4.705, 0.836, -0.518], [-4.703, 0.772, -1.557], [-5.563, 1.754, -0.347], [-3.287, 1.555, -0.128], [-3.329, 2.790, -0.155], [-2.650, 1.317, -1.120], [-2.866, 0.963, 1.129], [-3.303, 1.362, 1.937], [-1.850, 0.789, 1.221], [-5.545, 0.509, 1.373], [-5.452, -0.935, -0.076], [-3.655, -0.852, 2.344], [-3.518, -2.318, 0.153], [-2.940, -0.940, -0.758]], "atomic_forces_ev_per_a": [[0.99, -2.52, -0.37], [-2.89, 4.60, 0.32], [-7.72, -0.62, -1.87], [-6.25, -5.69, -3.15], [8.04, 12.54, 5.55], [-0.63, -4.44, -1.10], [-1.48, 2.53, -1.95], [-6.04, 8.41, 2.04], [3.85, -4.92, 0.05], [-0.68, -0.07, -0.57], [5.12, -10.27, -0.98], [2.52, -0.71, 0.85], [1.46, 3.36, 1.08], [1.28, -2.08, -0.60], [2.89, 0.23, 16.55], [0.43, -1.64, -3.18], [-2.04, 1.41, -11.90], [2.09, 4.42, -10.35], [-2.74, -6.51, 10.96], [0.34, 0.83, -2.18], [-1.25, 12.62, 9.25], [2.82, -10.86, -4.25], [0.05, -0.04, -2.55], [2.26, -1.54, -7.05], [3.08, -5.19, 11.99], [-8.57, -2.75, 0.66], [-1.03, 10.96, -1.18], [-0.19, -1.49, -1.57], [2.10, -2.21, -0.93], [-0.19, 5.00, -5.69], [-0.08, -3.09, 0.10], [-0.68, 0.43, 2.63], [0.24, -1.44, -3.10], [-1.19, 1.90, 2.92], [1.92, 0.02, 0.57], [1.59, -2.09, -1.96], [0.93, 1.11, 2.49], [0.02, 1.01, -2.52], [-0.70, 0.30, 0.59], [0.35, -1.52, 0.40]], "mol_weight_g_mol": 310.78, "homo_lumo_gap_ev": 8.75, "lumo_energy_ha": 0.0187, "de_lowest_kj_mol": 1559.8}

Question: Number 2 is which compound?
Answer: C15H19Br3FN2O4